108
Properties=species:S:1:pos:R:3:forces:R:3 method="wB97M-V/def2-TZVPD" total_charge=+2 gap_ev="5.550 / 5.718" spin_multiplicity=3
V -0.4254 1.9391 -0.3427 0.87 0.78 -0.03
C 2.4971 2.8440 -5.2845 -0.05 -0.11 -0.14
C 3.3304 2.1045 -4.2504 0.12 -0.04 -0.02
S 2.4067 1.5416 -2.7954 -0.11 0.06 0.03
C 3.0487 2.5808 -1.4669 0.21 -0.07 0.04
C 2.6317 4.0416 -1.4921 0.13 -0.07 -0.13
S 0.8394 4.2838 -1.3635 -0.10 -0.17 0.33
C 0.3837 5.2079 -2.8468 -0.09 0.04 -0.08
C 0.4678 4.5056 -4.1904 0.00 0.02 -0.03
S 2.1296 4.5737 -4.9211 0.02 0.07 -0.02
H 1.5591 2.3152 -5.4685 0.04 0.04 -0.04
H 3.0344 2.8615 -6.2342 0.03 0.00 0.03
H 4.1789 2.7075 -3.9237 -0.03 0.00 0.01
H 3.7404 1.2019 -4.7069 0.00 0.01 0.01
H 4.1406 2.5303 -1.4825 -0.04 -0.02 0.01
H 2.7306 2.0881 -0.5450 0.04 0.05 -0.04
H 2.9424 4.4995 -2.4328 -0.08 0.04 0.10
H 3.0968 4.5912 -0.6730 -0.01 -0.05 0.06
H 0.9967 6.1111 -2.8486 -0.03 0.00 0.08
H -0.6404 5.5275 -2.6427 -0.02 0.00 -0.02
H -0.2121 5.0094 -4.8793 -0.03 -0.02 0.00
H 0.1647 3.4675 -4.1065 0.00 -0.08 -0.02
C -1.8560 1.6841 -4.4243 0.13 -0.10 0.16
C -2.7003 2.7782 -4.4794 -0.01 0.09 0.02
C -2.9235 3.5347 -3.3338 0.12 -0.22 0.07
C -2.2947 3.1555 -2.1596 -0.34 0.11 0.12
N -1.4188 2.1334 -2.1381 -0.18 0.17 0.13
C -1.2051 1.4051 -3.2307 -0.06 -0.03 -0.22
C -2.6613 3.6865 -0.8113 -0.14 -0.16 -0.38
C -3.6172 4.6636 -0.6020 0.05 -0.07 0.11
C -4.0757 4.8780 0.6910 0.04 -0.01 -0.04
C -3.5818 4.1027 1.7261 0.10 -0.11 0.00
C -2.5863 3.1811 1.4484 0.01 0.14 0.18
N -2.1188 3.0025 0.2154 -0.05 0.14 -0.30
H -1.6880 1.0525 -5.2843 -0.01 0.01 -0.02
H -3.2027 3.0370 -5.4018 -0.01 -0.01 0.00
H -3.6109 4.3655 -3.3528 -0.05 0.02 0.00
H -0.5029 0.5870 -3.1317 -0.01 0.03 -0.05
H -4.0226 5.2299 -1.4249 -0.04 0.01 -0.06
H -4.8312 5.6265 0.8781 -0.05 0.04 0.02
H -3.9460 4.2079 2.7361 -0.03 0.02 0.04
H -2.1335 2.5738 2.2232 -0.04 0.05 -0.03
Se 3.0756 -3.3995 -1.4974 0.15 -0.04 -0.21
P 1.9213 -3.2355 0.2184 -0.20 0.31 0.12
C 2.7523 -2.7882 1.7664 0.06 -0.09 0.03
C 2.0450 -2.2034 2.8172 -0.07 0.00 -0.02
C 2.6764 -1.9466 4.0221 0.09 -0.01 0.00
C 4.0193 -2.2739 4.1822 -0.06 0.03 0.03
C 4.7240 -2.8522 3.1396 0.02 0.00 -0.02
C 4.0932 -3.1114 1.9306 -0.03 0.04 -0.08
C 0.9851 -4.7290 0.5835 -0.13 -0.02 0.10
C 0.3662 -5.4079 -0.4659 0.04 0.08 -0.03
C -0.2748 -6.6100 -0.2308 0.00 -0.01 0.03
C -0.2743 -7.1610 1.0441 0.01 0.03 -0.01
C 0.3742 -6.5110 2.0829 -0.05 -0.02 -0.03
C 1.0006 -5.2958 1.8568 0.04 0.06 0.07
C 0.8480 -1.7199 0.0528 0.60 -0.20 0.00
C -0.4675 -1.2765 0.0501 -0.63 -0.02 -0.09
N -0.3990 0.0436 -0.1883 0.55 -0.03 0.15
N 0.9091 0.3820 -0.3259 -0.80 -0.08 -0.01
N 1.6590 -0.6386 -0.1796 0.18 -0.17 0.02
P -2.2027 -1.8489 0.2782 0.13 -0.05 -0.03
Se -3.4786 -0.2665 -0.2852 -0.13 -0.03 -0.02
C -2.3340 -2.3138 2.0130 -0.02 -0.08 0.05
C -1.7821 -3.5132 2.4561 0.04 -0.04 -0.03
C -1.8600 -3.8604 3.7937 -0.02 0.05 0.03
C -2.4994 -3.0158 4.6912 0.01 -0.03 -0.01
C -3.0632 -1.8279 4.2501 0.00 0.02 0.03
C -2.9858 -1.4756 2.9126 0.03 0.09 -0.08
C -2.3505 -3.3229 -0.7330 -0.18 -0.07 0.01
C -3.2343 -4.3320 -0.3516 0.03 0.01 -0.08
C -3.4906 -5.3851 -1.2160 0.03 0.05 0.05
C -2.8754 -5.4294 -2.4578 0.00 -0.01 -0.03
C -1.9974 -4.4247 -2.8409 -0.03 -0.02 0.01
C -1.7402 -3.3692 -1.9840 0.07 0.08 0.01
H 0.9903 -1.9698 2.7102 -0.04 -0.01 -0.02
H 2.1221 -1.5081 4.8409 -0.03 0.01 0.03
H 4.5128 -2.0849 5.1254 0.01 0.01 0.04
H 5.7667 -3.1060 3.2651 0.04 -0.01 0.00
H 4.6385 -3.5547 1.1066 0.01 -0.02 -0.01
H 0.4180 -5.0061 -1.4688 0.03 -0.01 0.02
H -0.7509 -7.1313 -1.0474 -0.04 -0.04 -0.05
H -0.7581 -8.1104 1.2202 -0.03 -0.07 0.02
H 0.4040 -6.9569 3.0664 0.01 -0.02 0.06
H 1.5105 -4.8020 2.6734 -0.01 0.00 -0.01
H -1.3085 -4.1867 1.7577 0.05 -0.05 -0.06
H -1.4352 -4.7951 4.1295 0.02 -0.06 0.02
H -2.5753 -3.2931 5.7331 0.01 -0.01 0.05
H -3.5793 -1.1831 4.9472 -0.02 0.02 0.02
H -3.4455 -0.5641 2.5512 -0.01 0.00 0.00
H -3.7263 -4.2971 0.6102 -0.03 0.02 0.05
H -4.1745 -6.1674 -0.9191 -0.03 -0.02 0.01
H -3.0845 -6.2475 -3.1333 0.00 -0.03 -0.02
H -1.5137 -4.4666 -3.8063 0.02 0.01 -0.05
H -1.0549 -2.5874 -2.2926 0.00 0.01 0.01
N 3.3418 4.2846 4.0521 0.03 0.04 0.07
C 2.4062 3.7856 3.2357 0.01 -0.05 0.02
C 2.2791 2.4002 3.0124 -0.10 0.03 -0.05
C 1.3462 1.9440 2.1245 -0.01 -0.27 0.10
N 0.5045 2.7392 1.4217 0.19 -0.15 -0.08
C 0.5878 4.0570 1.6959 -0.28 0.25 0.08
C 1.4866 4.6129 2.5646 -0.10 -0.07 -0.07
H 3.9777 3.6835 4.5465 -0.01 -0.01 -0.01
H 3.4050 5.2710 4.2353 -0.01 -0.01 -0.02
H 2.9059 1.6882 3.5293 0.04 -0.03 0.02
H 1.2469 0.8764 1.9696 0.10 0.08 0.01
H -0.1245 4.6961 1.1884 0.11 -0.02 0.03
H 1.4762 5.6809 2.7234 0.02 0.06 0.01